DFT (wB97M-V/def2-TZVPD) results for C26H42O23PSTl as an isolated structure in a non-equilibrium geometry.

The geometry in ORCA input format:
```
! RIJCOSX wB97M-V def2-TZVPD def2/J DEFGRID3
* xyz 1 2
Tl 6.0343 7.2907 -23.3611
P 8.6681 5.3828 -23.0759
O 9.9562 4.4261 -22.9874
O 7.2587 4.6966 -22.8226
O 8.4408 6.0803 -24.4390
O 8.6466 6.6371 -22.1287
C 6.9440 2.5190 -25.4963
C 8.2389 2.1815 -24.8514
C 8.0995 1.8321 -23.4054
O 8.5924 0.4644 -23.2319
C 8.9182 0.0133 -24.5112
O 9.4837 -1.0329 -24.6868
O 8.6456 0.9482 -25.4380
H 6.5189 3.4858 -25.2268
H 6.1362 1.8046 -25.3369
H 7.0360 2.5141 -26.5824
H 8.9849 2.9739 -24.9118
H 7.0875 1.9787 -23.0279
H 8.8051 2.4918 -22.9003
C 12.3304 1.5493 -25.7644
C 12.5186 2.3424 -24.4869
C 11.8837 1.7312 -23.2263
O 13.0287 1.7063 -22.3792
C 14.1819 2.0838 -23.0349
O 15.3177 2.1793 -22.5535
O 13.8957 2.4405 -24.2394
H 11.4136 1.8896 -26.2459
H 12.4079 0.4654 -25.6791
H 13.1136 1.8786 -26.4472
H 12.1195 3.3458 -24.6353
H 11.5211 0.7202 -23.4123
H 10.9905 2.2985 -22.9647
C 10.3364 7.3191 -27.5995
C 11.1735 6.5145 -26.5866
C 10.5413 5.1148 -26.2429
O 11.3736 4.2357 -26.9852
C 12.4026 4.8161 -27.5021
O 13.2838 4.2217 -28.1770
O 12.3744 6.1502 -27.1336
H 9.3734 7.3325 -27.0890
H 10.2312 6.7200 -28.5040
H 10.6127 8.3440 -27.8471
H 11.3525 7.1290 -25.7042
H 9.4947 5.0123 -26.5297
H 10.5337 4.9082 -25.1727
C 11.2820 3.7918 -19.9975
C 9.8667 4.3689 -19.6683
C 8.6515 3.4911 -20.0452
O 8.0854 3.2684 -18.8472
C 8.7848 3.6830 -17.8417
O 8.4884 3.3235 -16.6608
O 9.7915 4.4874 -18.3016
H 12.0024 4.5920 -19.8274
H 11.2631 3.4586 -21.0352
H 11.6137 2.9807 -19.3493
H 9.7523 5.3237 -20.1815
H 8.8293 2.5929 -20.6366
H 7.9882 4.1230 -20.6359
C 6.0601 0.8794 -20.5462
C 5.3900 1.9508 -19.6918
C 5.2165 3.2604 -20.3532
O 3.8629 3.5927 -20.2021
C 3.1981 2.5790 -19.6373
O 2.0043 2.6102 -19.3265
O 4.0467 1.6018 -19.4091
H 5.6625 0.8597 -21.5610
H 6.0646 -0.0190 -19.9290
H 7.1117 1.1633 -20.5869
H 5.8858 2.0019 -18.7224
H 5.7127 3.1874 -21.3210
H 5.7890 4.0341 -19.8415
C 13.0365 5.2349 -22.8310
C 12.1399 6.4624 -22.8675
C 11.7867 6.9735 -21.4513
O 12.0235 8.3547 -21.5704
C 12.7530 8.6137 -22.6149
O 13.2708 9.7201 -22.8298
O 12.8741 7.5133 -23.3844
H 13.9542 5.4283 -22.2757
H 13.1835 4.8923 -23.8553
H 12.5053 4.3833 -22.4059
H 11.3239 6.2521 -23.5588
H 12.3978 6.5428 -20.6581
H 10.7559 6.6696 -21.2692
C 8.0673 10.1667 -26.8725
S 7.8758 10.4909 -25.0728
O 6.5555 9.8035 -24.7156
C 9.1818 9.4238 -24.3796
H 9.0433 10.5749 -27.1347
H 7.2857 10.6848 -27.4283
H 8.0412 9.0884 -27.0294
H 9.3809 9.6742 -23.3376
H 10.1349 9.5919 -24.8809
H 8.9648 8.3747 -24.5803
*
```

Output
calculated total energy	-3658.0043	a.u.
highest occupied orbital energy (alpha / beta)	-12.63 / -12.61	eV
gap between HOMO and LUMO (alpha / beta)	4.24 / 1.85	eV
expectation value of S²	1.781
max |F|	5.606	eV/A